Here is a cluster of 2 separate species, C4H11NO2 in total from the Open Molecules 2025 dataset. Energies are from ωB97M-V/def2-TZVPD.

Geometry as XYZ:
```
18
Properties=species:S:1:pos:R:3
C -0.46362 1.69242 -1.40747
C 1.02586 1.54172 -1.30638
O 1.96438 2.02750 -0.69552
O 1.52323 0.59997 -2.20962
H -0.49287 2.84070 -1.44234
H -1.06365 1.55477 -0.54449
H -0.70118 1.16699 -2.30768
H 2.38684 0.45082 -2.28184
C 0.86172 -1.36719 1.24996
C -0.66615 -0.63907 1.04573
N -1.74197 -1.43729 1.63294
H 1.20208 -1.76005 0.31635
H 0.69992 -2.39212 1.77802
H 1.47808 -0.79989 1.92310
H -0.79852 0.42727 1.33959
H -0.59142 -0.79071 0.02493
H -2.56082 -0.94937 1.85236
H -2.06189 -2.16647 1.03237
```

The spin multiplicity is 1. The calculation puts the energy relative to the best compared isomer or geometry (same formula, charge and spin) at 268.2 kJ/mol. Its SMILES is CC(=O)O.CCN. For the total energy, the calculation gives -9909.462 eV. The HOMO-LUMO gap comes out at 9.755 eV.



Here is a cluster of 2 separate species, C4H11NO2 in total from the Open Molecules 2025 dataset. Energies are from ωB97M-V/def2-TZVPD.

Geometry as XYZ:
```
18
Properties=species:S:1:pos:R:3
C -1.99662 -0.08786 0.12289
C -0.76388 -0.72241 0.76477
C 0.13204 0.33719 1.42780
C 0.07738 -1.52117 -0.21679
N 0.33309 -0.86960 -1.40541
O 0.53030 -2.62142 0.01520
H -2.27445 -0.62491 -0.78224
H -1.84761 0.96001 -0.17333
H -2.83213 -0.06698 0.82787
H -1.02999 -1.44303 1.53909
H -0.48059 0.81924 2.20037
H 0.99303 -0.10268 1.91895
H 0.46099 1.09780 0.71068
H 0.30357 0.13464 -1.39425
H 0.83189 -1.36792 -2.11957
O 2.18602 2.06951 -0.92544
H 3.10599 2.09656 -0.63864
H 2.27096 1.91303 -1.87195
```

The spin multiplicity is 1. The calculation puts the energy relative to the best compared isomer or geometry (same formula, charge and spin) at 18.9 kJ/mol. Its SMILES is CC(C)C(N)=O.O. For the total energy, the calculation gives -9912.046 eV. The HOMO-LUMO gap comes out at 9.943 eV.



Here is a cluster of 3 separate species, C4H11NO2 in total from the Open Molecules 2025 dataset. Energies are from ωB97M-V/def2-TZVPD.

Geometry as XYZ:
```
18
Properties=species:S:1:pos:R:3
C -1.32899 0.44765 1.65293
C 1.60635 -1.51966 0.16189
C 1.03802 -0.15909 0.17769
O -0.73051 -0.58276 0.91243
N 1.48183 0.96797 0.32732
H 0.89186 1.77233 0.11861
H -2.20956 0.86138 1.13753
H -1.65543 0.08220 2.63318
H -0.63645 1.28591 1.84152
H 1.99046 -1.73585 1.16077
H 0.84690 -2.25697 -0.08391
H 2.41918 -1.56670 -0.56548
C -0.38022 0.09038 -1.65658
O -0.54514 1.50332 -1.69576
H -1.42525 1.71293 -1.36116
H 0.49195 -0.15603 -2.25842
H -1.24599 -0.43618 -2.08053
H -0.60902 -0.31081 -0.42203
```

The spin multiplicity is 1. The calculation puts the energy relative to the best compared isomer or geometry (same formula, charge and spin) at 508.7 kJ/mol. For the total energy, the calculation gives -9906.969 eV. The HOMO-LUMO gap comes out at 9.028 eV.



It is found that the M values, taken in the order of the records, are 105.14; 105.14; 105.14 g mol⁻¹.